{"formula": "C55H44BrCuN3O2P2Si", "method": "ωB97M-V/def2-TZVPD", "gap_ev": [5.709, 7.505], "spin_multiplicity": 2, "s_squared": 0.77, "e_homo_ev": [-5.7, -7.5], "de_lowest_ev": 0.0138, "e_tot_ha": -7623.780926, "fmax_ha_per_bohr": 0.0085, "species": ["Br", "Cu", "P", "P", "Si", "O", "O", "N", "N", "N", "C", "C", "C", "C", "C", "C", "C", "C", "C", "C", "C", "C", "C", "C", "C", "C", "C", "C", "C", "C", "C", "C", "C", "C", "C", "C", "C", "C", "C", "C", "C", "C", "C", "C", "C", "C", "C", "C", "C", "C", "C", "C", "C", "C", "C", "C", "C", "C", "C", "C", "C", "C", "C", "C", "C", "H", "H", "H", "H", "H", "H", "H", "H", "H", "H", "H", "H", "H", "H", "H", "H", "H", "H", "H", "H", "H", "H", "H", "H", "H", "H", "H", "H", "H", "H", "H", "H", "H", "H", "H", "H", "H", "H", "H", "H", "H", "H", "H", "H"], "coordinates": [[-3.7573, 0.8751, -3.6892], [-0.2982, -0.5757, -0.4432], [-0.6376, 2.5420, 1.9117], [1.5284, 0.4857, -1.3824], [1.3792, 1.2804, 1.9444], [-2.8366, 2.5269, -1.1185], [-1.4536, 1.2590, 0.1149], [-0.8168, -2.3439, 0.4919], [-1.1016, -3.3360, -0.3355], [-0.9211, -1.7396, -2.0697], [-3.9057, -0.1659, -2.1086], [-2.2919, 1.6124, 3.9188], [-0.9078, -4.0856, 2.2215], [2.2123, 2.8684, -2.7685], [1.6063, -0.5031, 2.4174], [-1.5794, 5.0727, 1.2538], [4.2675, 1.0518, -1.0571], [0.6427, 4.1237, -4.0862], [-0.0712, 2.1496, -2.9165], [5.1117, 2.4029, 0.7328], [3.0014, 1.0597, -0.4795], [-0.7066, 4.0435, 0.9140], [-3.4537, 2.5169, 2.0149], [1.2149, 1.9527, -2.4269], [-1.0628, -1.7610, 2.8162], [2.3681, 2.6195, 4.4875], [-4.2308, -1.8242, 0.0827], [2.9591, -1.4398, -4.7376], [5.3262, 1.7069, -0.4457], [-4.7711, -2.1845, -1.1401], [-3.5058, 1.3323, 4.5286], [-3.5072, -0.6503, 0.1873], [-3.3126, 0.1972, -0.9009], [-1.4848, -4.0269, -2.5658], [-1.1554, -3.0021, -1.6464], [-4.6632, 2.2454, 2.6340], [-4.6109, -1.3531, -2.2369], [-0.9264, -2.7395, 1.8280], [1.4672, 2.4053, 3.4397], [-1.1328, -3.4454, 4.5371], [2.7270, -3.0553, -2.9738], [-1.5764, -3.7357, -3.8977], [-0.6424, 6.4374, -0.4890], [-2.4888, 1.4505, -0.6591], [0.2056, 4.2209, -0.1173], [-1.5508, 6.2634, 0.5457], [3.8591, 2.3833, 1.3307], [1.9293, 3.9393, -3.6011], [2.1829, -0.7402, -2.5656], [-1.1647, -2.1116, 4.1525], [-1.3344, -2.4226, -4.3301], [2.2838, -2.0587, -2.1213], [-0.3585, 3.2330, -3.7359], [-0.0150, 4.0984, 4.3558], [2.0737, 3.5696, 5.4477], [-2.2580, 2.1949, 2.6543], [0.2835, 3.1366, 3.3924], [0.2402, 5.4183, -0.8140], [-1.0049, -4.4242, 3.5593], [-1.0098, -1.4827, -3.3818], [0.8898, 4.3112, 5.3784], [2.7917, 1.6822, 0.7608], [2.5208, -0.4378, -3.8806], [-4.6928, 1.6461, 3.8857], [3.0633, -2.7459, -4.2860], [3.2862, 2.0475, 4.5599], [-5.5855, 2.4980, 2.1276], [1.0393, -0.7891, 3.3012], [-1.2738, -1.3417, 4.9038], [-5.6405, 1.4265, 4.3599], [2.7615, 3.7428, 6.2658], [-1.2093, -3.7179, 5.5817], [-1.3959, -2.1422, -5.3718], [-2.2895, 4.9503, 2.0617], [3.2169, 2.7527, -2.3844], [-3.0628, -0.3765, 1.1315], [2.7159, 4.6364, -3.8626], [-4.3382, -2.4674, 0.9465], [-0.8671, 1.4729, -2.6384], [1.3912, -1.2087, 1.6159], [1.9764, -2.3102, -1.1112], [-0.8034, -0.4631, -3.6853], [3.3941, -3.5271, -4.9583], [0.4188, 4.9703, -4.7228], [2.4265, 0.5774, -4.2456], [0.8868, 3.4252, -0.3883], [4.4186, 0.5444, -2.0024], [-3.4456, 2.9802, 1.0389], [-0.8139, -4.8469, 1.4619], [2.7885, -4.0765, -2.6211], [-0.6233, 7.3680, -1.0412], [6.3080, 1.6941, -0.9014], [-1.8326, -4.5100, -4.6103], [-0.9794, -5.4693, 3.8436], [3.2102, -1.1974, -5.7624], [-1.3679, 1.3759, 4.4338], [-5.3164, -3.1131, -1.2494], [5.9230, 2.9460, 1.2005], [-0.9397, 4.6616, 4.3136], [0.9508, 5.5449, -1.6195], [-5.0244, -1.6236, -3.1984], [-3.5202, 0.8654, 5.5046], [2.6764, -0.5539, 2.6503], [0.6804, 5.0519, 6.1396], [-1.0890, -0.7211, 2.5081], [-1.3716, 3.3842, -4.0756], [-1.6618, -5.0184, -2.1732], [-2.2422, 7.0549, 0.8036], [3.7203, 2.9079, 2.2678]], "forces_ev_per_a": [[0.1, 0.1, 0.0], [0.0, 0.3, -0.1], [0.1, 0.1, 0.2], [-0.2, -0.4, 0.2], [0.1, 0.0, -0.1], [0.0, 0.0, 0.0], [-0.1, 0.0, -0.1], [0.0, 0.0, 0.0], [0.0, 0.0, 0.0], [-0.1, 0.0, -0.1], [0.0, 0.0, 0.1], [0.1, -0.1, 0.0], [0.0, 0.0, 0.0], [0.0, 0.0, 0.0], [0.0, 0.1, 0.0], [0.0, 0.0, 0.0], [0.0, 0.0, 0.0], [-0.1, 0.0, 0.0], [-0.1, 0.0, 0.0], [0.0, 0.0, 0.0], [0.0, 0.0, 0.0], [0.0, -0.1, -0.1], [0.0, 0.0, 0.0], [0.0, 0.0, -0.1], [-0.2, -0.1, -0.1], [0.0, 0.0, 0.0], [0.0, 0.0, 0.0], [0.0, 0.0, 0.0], [0.0, 0.0, 0.0], [0.0, 0.0, 0.0], [0.0, 0.0, 0.0], [0.0, -0.1, 0.0], [0.0, 0.0, -0.1], [0.0, 0.0, 0.0], [0.0, 0.0, 0.0], [0.0, 0.0, 0.0], [0.0, 0.0, 0.0], [0.1, 0.0, 0.0], [0.0, 0.0, 0.0], [0.0, 0.0, 0.0], [0.0, 0.0, 0.0], [0.0, 0.0, 0.0], [0.0, 0.0, 0.0], [0.1, -0.1, 0.2], [0.0, 0.0, 0.0], [0.0, 0.0, 0.0], [0.0, 0.0, 0.0], [0.1, 0.0, 0.0], [0.0, 0.0, 0.0], [0.0, 0.0, -0.1], [0.0, 0.0, 0.0], [0.0, 0.0, 0.0], [0.0, -0.1, 0.0], [0.0, 0.0, 0.0], [0.0, 0.0, 0.0], [0.0, -0.2, -0.1], [0.0, 0.0, -0.1], [0.0, 0.1, 0.0], [0.0, 0.0, 0.0], [0.1, 0.0, 0.0], [0.0, 0.0, 0.0], [0.0, 0.0, 0.0], [0.0, 0.0, 0.0], [0.0, 0.0, 0.0], [0.0, 0.0, 0.0], [0.0, 0.0, 0.0], [0.0, 0.0, 0.0], [0.1, 0.1, -0.1], [0.0, 0.1, 0.1], [0.0, 0.0, 0.0], [0.0, 0.0, 0.0], [0.0, 0.0, 0.0], [0.0, 0.0, 0.0], [0.0, 0.0, 0.0], [0.0, 0.0, 0.0], [0.1, 0.0, 0.1], [0.0, 0.0, 0.0], [0.0, 0.0, 0.0], [0.0, 0.0, 0.0], [0.0, 0.0, 0.0], [0.0, 0.0, 0.0], [0.0, 0.0, 0.0], [0.0, 0.0, 0.0], [0.0, 0.0, 0.0], [0.0, 0.0, 0.0], [0.0, 0.0, 0.0], [0.0, 0.0, 0.0], [0.0, 0.0, -0.1], [0.0, 0.0, 0.0], [0.0, 0.0, 0.0], [0.0, 0.0, 0.0], [0.0, 0.0, 0.0], [0.0, 0.0, 0.0], [0.0, 0.0, 0.0], [0.0, 0.0, 0.0], [0.0, 0.0, 0.0], [0.0, 0.0, 0.0], [0.0, 0.0, 0.0], [0.0, 0.0, 0.0], [0.0, 0.0, 0.0], [0.0, 0.0, 0.0], [0.0, 0.0, 0.0], [0.0, 0.0, 0.0], [0.0, 0.0, 0.0], [-0.1, 0.0, 0.0], [-0.1, 0.0, 0.0], [0.0, 0.0, 0.0], [0.0, 0.0, 0.0], [0.0, 0.0, 0.0]], "lowdin_charge": [0.8003, 0.1762, 1.0969, 1.0894, 0.6893, 0.0241, -0.2228, -0.0376, 0.0426, 0.0676, -0.5981, -0.0902, -0.0304, -0.0890, -0.1532, -0.0798, -0.0897, -0.0855, -0.0884, -0.0664, -0.3581, -0.3052, -0.0812, -0.3500, -0.0905, -0.0828, -0.0652, -0.0771, -0.0664, -0.0751, -0.0703, -0.0372, -0.1641, -0.0215, -0.3521, -0.0546, -0.1375, -0.2806, -0.2829, -0.1082, -0.0685, -0.0803, -0.0671, -0.6281, -0.0611, -0.0669, -0.0798, -0.0910, -0.3615, -0.1035, -0.0752, -0.0971, -0.0513, -0.0599, -0.0726, -0.3076, -0.3499, -0.0564, -0.0967, -0.1649, -0.0673, -0.2665, -0.0828, -0.0709, -0.0810, 0.1090, 0.1125, 0.0265, 0.0927, 0.1057, 0.1046, 0.0937, 0.0988, 0.1037, 0.0966, 0.1009, 0.1067, 0.1102, 0.0612, 0.0172, 0.0996, 0.0853, 0.1025, 0.1066, 0.1020, 0.0801, 0.1093, 0.0979, 0.0939, 0.1074, 0.1047, 0.1080, 0.1017, 0.0980, 0.1032, 0.1081, 0.1061, 0.1066, 0.1113, 0.0945, 0.0947, 0.1065, 0.0555, 0.1056, 0.0797, 0.1049, 0.1057, 0.1057, 0.0880]}